(1)
C21H16N2O6Pb as an isolated structure, computed with ωB97M-V/def2-TZVPD.

* orbital gap: 7.24 eV
* LUMO energy: -0.047 hartree
* highest occupied orbital energy: -8.5 eV

Positions of all 46 atoms, in Å:
Pb (0.96, -1.85, -0.81)
O (3.14, -5.05, -2.88)
C (2.73, -4.04, -2.35)
O (1.75, -3.91, -1.52)
C (3.42, -2.73, -2.71)
C (4.46, -2.63, -3.60)
C (4.98, -1.37, -3.87)
C (4.45, -0.25, -3.26)
C (3.40, -0.42, -2.38)
N (2.92, -1.64, -2.13)
C (2.70, 0.73, -1.66)
O (3.11, 1.86, -1.86)
O (1.71, 0.36, -0.92)
H (4.84, -3.54, -4.06)
H (5.81, -1.27, -4.57)
H (4.81, 0.76, -3.44)
C (-5.92, 0.94, -0.29)
O (-4.63, 0.58, 0.19)
C (-3.64, 1.52, 0.15)
C (-3.81, 2.84, -0.21)
C (-2.71, 3.69, -0.25)
C (-1.45, 3.21, 0.06)
C (-1.28, 1.89, 0.43)
C (-2.38, 1.05, 0.49)
N (-2.29, -0.35, 0.77)
C (-1.33, -1.03, 1.36)
C (-0.43, -0.58, 2.32)
C (-0.77, 0.48, 3.22)
C (0.00, 0.73, 4.31)
C (1.17, -0.05, 4.53)
C (1.56, -1.03, 3.67)
C (0.80, -1.30, 2.48)
O (1.25, -2.08, 1.59)
H (-5.86, 1.32, -1.31)
H (-6.38, 1.69, 0.35)
H (-6.51, 0.04, -0.28)
H (-4.79, 3.22, -0.47)
H (-2.85, 4.73, -0.53)
H (-0.58, 3.86, 0.01)
H (-0.28, 1.51, 0.63)
H (-3.04, -0.88, 0.35)
H (-1.31, -2.09, 1.11)
H (-1.70, 1.02, 3.07)
H (-0.29, 1.49, 5.02)
H (1.77, 0.15, 5.41)
H (2.47, -1.60, 3.82)

Results of the Löwdin charge analysis, in e, for atoms 1 through 2: atom 1 (Pb): 1.578, atom 2 (O): 0.064

***

(2)
A 2-piece molecular cluster, C3H8O2 overall, computed with ωB97M-V/def2-TZVPD.

* structure (SMILES): O=CO.CC
* orbital gap: 11.98 eV
* LUMO energy: 0.031 hartree
* highest occupied orbital energy: -11.1 eV

Positions of all 13 atoms, in Å:
C (-1.30, 1.01, -0.74)
C (-1.36, 0.37, 0.62)
H (-2.24, 0.83, -1.28)
H (-0.53, 0.63, -1.41)
H (-1.20, 2.09, -0.66)
H (-1.18, -0.70, 0.66)
H (-0.61, 0.82, 1.28)
H (-2.29, 0.50, 1.17)
O (1.43, -1.81, 0.94)
C (1.84, -1.37, -0.07)
O (2.83, -0.46, -0.18)
H (1.50, -1.62, -1.08)
H (3.10, -0.29, 0.74)

Results of the Löwdin charge analysis, in e, for atoms 1 through 2: atom 1 (C): -0.169, atom 2 (C): -0.182

***

(3)
A 40-piece molecular cluster, H80O40 overall, computed with ωB97M-V/def2-TZVPD.

* orbital gap: 9.50 eV
* LUMO energy: -0.023 hartree
* highest occupied orbital energy: -10.1 eV

Positions of all 120 atoms, in Å:
H (-5.58, 0.91, 0.63)
H (-6.88, 0.77, -0.01)
O (-6.43, 0.42, 0.77)
H (2.46, -3.87, 1.59)
H (2.45, -4.79, 0.64)
O (3.00, -4.01, 0.80)
H (-0.46, 0.71, -0.61)
H (-1.66, -0.26, -0.36)
O (-1.02, 0.35, 0.09)
H (-1.75, -3.73, -1.03)
H (-2.29, -3.71, 0.33)
O (-2.42, -3.26, -0.51)
H (-4.77, 1.22, 2.62)
H (-3.98, 2.15, 2.00)
O (-4.29, 1.24, 1.78)
H (0.86, -3.23, 5.81)
O (1.51, -3.46, 5.14)
H (-0.28, 4.12, 1.54)
O (0.59, 4.51, 1.64)
H (3.67, 0.26, -0.12)
H (2.74, 1.33, 0.66)
O (2.82, 0.50, 0.25)
H (2.46, -0.02, 3.77)
H (2.45, -1.15, 4.65)
O (2.90, -0.30, 4.59)
H (4.45, 2.96, 1.11)
H (5.65, 3.08, 1.86)
O (5.36, 2.67, 1.03)
H (-1.77, -4.00, 2.56)
H (-1.43, -3.67, 4.00)
O (-1.03, -3.83, 3.14)
H (-2.57, 4.18, -2.05)
O (-2.29, 5.09, -2.23)
H (2.15, 1.40, -1.82)
H (1.44, 2.81, -1.81)
O (1.44, 1.95, -2.15)
H (1.24, -1.87, 2.86)
H (1.57, -0.94, 1.77)
O (0.88, -1.08, 2.43)
H (-0.93, 1.82, 3.47)
H (-0.17, 1.01, 2.20)
O (-0.55, 1.79, 2.59)
H (-0.68, -5.72, -1.19)
H (0.09, -4.80, -1.74)
O (-0.32, -4.86, -0.87)
H (-3.89, -4.46, 0.07)
H (-3.97, -5.47, -1.10)
O (-4.03, -5.37, -0.15)
H (-0.31, 0.45, -4.39)
H (0.18, 0.78, -3.01)
O (-0.63, 0.58, -3.49)
H (-1.81, 2.32, -4.05)
O (-2.10, 2.31, -4.96)
H (2.55, 0.15, -3.88)
H (3.22, -1.21, -4.28)
O (3.31, -0.28, -4.24)
H (-5.64, 1.86, -0.99)
O (-4.69, 1.86, -0.89)
H (3.41, 4.00, 1.19)
H (2.44, 4.29, 2.27)
O (3.38, 4.39, 2.06)
H (0.02, 3.35, -2.67)
H (0.24, 4.76, -1.96)
O (0.30, 4.26, -2.77)
H (4.11, 2.38, -2.60)
H (4.08, 1.60, -3.87)
O (3.62, 2.32, -3.43)
H (-0.44, -0.29, 5.73)
H (0.00, 1.18, 6.06)
O (-0.26, 0.35, 6.43)
H (-3.66, -0.50, 0.70)
H (-3.04, -1.51, -0.29)
O (-3.59, -0.76, -0.23)
H (-0.93, 6.59, -0.16)
H (-2.29, 5.90, -0.90)
O (-1.79, 6.19, -0.13)
H (0.95, -3.22, -1.20)
H (2.55, -2.86, -1.15)
O (1.80, -3.33, -1.50)
H (0.65, -1.02, -3.49)
H (1.46, -2.33, -3.00)
O (1.21, -1.77, -3.75)
H (-2.42, -0.86, 3.73)
H (-1.46, -1.96, 3.94)
O (-1.89, -1.25, 4.44)
H (2.02, -1.20, -0.76)
H (1.11, -0.21, -0.05)
O (1.15, -1.15, -0.37)
H (-0.60, 2.29, -1.66)
O (-1.49, 2.61, -1.50)
H (5.85, -1.27, 0.16)
H (4.40, -1.10, 0.46)
O (5.23, -1.28, 0.90)
H (-1.58, 2.98, -5.41)
H (1.33, -4.31, 4.74)
H (-4.37, 1.44, -1.70)
H (0.51, 5.45, 1.79)
H (-3.07, 5.31, -2.77)
H (-1.85, 2.29, -0.66)
O (4.25, -3.13, -2.35)
H (5.20, -3.34, -2.26)
H (3.95, -3.86, -1.78)
O (-1.62, -1.93, 1.54)
H (-0.99, -1.76, 2.24)
H (-1.04, -1.70, 0.80)
O (-1.19, -5.48, -3.25)
H (-0.40, -4.99, -3.50)
H (-1.76, -4.75, -3.02)
O (4.86, 0.05, -2.00)
H (4.93, 0.86, -1.49)
H (4.53, 0.09, -2.93)
O (2.09, 2.04, 2.33)
H (2.76, 2.45, 2.88)
H (1.38, 2.64, 2.15)
O (-5.42, -1.94, -3.25)
H (-5.05, -2.31, -4.03)
H (-4.74, -1.46, -2.75)
O (-2.88, 2.98, 2.28)
H (-2.51, 3.62, 2.89)
H (-2.13, 2.44, 1.95)

Results of the Löwdin charge analysis, in e, for atoms 1 through 2: atom 1 (H): -0.028, atom 2 (H): 0.019

***

(4)
C20H30IN7O6SSn as an isolated structure, computed with ωB97M-V/def2-TZVPD.

* orbital gap: 7.92 eV
* LUMO energy: 0.013 hartree
* highest occupied orbital energy: -7.6 eV

Positions of all 66 atoms, in Å:
Sn (0.36, 0.10, 0.48)
C (4.56, -0.63, 1.35)
O (3.38, -0.59, 2.11)
C (3.51, 0.18, 3.28)
C (2.15, 0.26, 3.92)
O (1.20, 0.93, 3.12)
C (1.07, 2.34, 3.26)
C (1.86, 3.14, 2.25)
O (1.37, 2.88, 0.96)
C (1.54, 3.93, 0.03)
H (5.41, -1.01, 1.94)
H (4.82, 0.36, 0.96)
H (4.38, -1.30, 0.51)
H (3.89, 1.18, 3.04)
H (4.22, -0.27, 3.99)
H (2.21, 0.71, 4.92)
H (1.77, -0.76, 4.03)
H (1.35, 2.65, 4.27)
H (0.01, 2.56, 3.11)
H (2.93, 2.90, 2.30)
H (1.75, 4.20, 2.50)
H (2.59, 4.00, -0.29)
H (1.23, 4.88, 0.47)
H (0.91, 3.72, -0.83)
N (-7.65, -0.15, 0.24)
C (-6.36, 0.35, 0.22)
C (-5.46, 0.01, 1.23)
C (-4.18, 0.53, 1.23)
C (-3.79, 1.42, 0.24)
C (-4.68, 1.77, -0.77)
C (-5.96, 1.25, -0.77)
S (-2.13, 1.97, 0.17)
O (-1.52, 1.63, 1.46)
O (-2.14, 3.34, -0.26)
N (-1.31, 1.00, -0.79)
C (-1.34, 0.90, -2.15)
N (-0.47, -0.01, -2.62)
C (-0.39, -0.12, -3.93)
C (-1.17, 0.63, -4.80)
C (-2.06, 1.51, -4.20)
N (-2.16, 1.66, -2.88)
H (-7.79, -0.99, 0.76)
H (-8.14, -0.15, -0.64)
H (-5.76, -0.67, 2.02)
H (-3.47, 0.26, 2.00)
H (-4.37, 2.47, -1.54)
H (-6.66, 1.53, -1.54)
H (0.33, -0.84, -4.31)
H (-1.10, 0.53, -5.87)
H (-2.73, 2.12, -4.80)
C (2.65, -5.41, -1.88)
N (2.58, -4.00, -1.58)
C (3.04, -2.93, -2.44)
C (2.57, -1.69, -1.66)
O (2.81, -0.56, -1.99)
N (1.86, -2.11, -0.54)
C (1.90, -3.43, -0.56)
N (1.33, -4.17, 0.40)
H (2.90, -5.52, -2.93)
H (1.68, -5.89, -1.72)
H (3.41, -5.92, -1.29)
H (2.57, -2.95, -3.42)
H (4.13, -2.91, -2.56)
H (0.65, -3.68, 0.98)
H (1.21, -5.16, 0.28)
I (-1.29, -1.99, 1.52)

Results of the Löwdin charge analysis, in e, for atoms 1 through 2: atom 1 (Sn): 1.045, atom 2 (C): -0.099

***

(5)
A 7-piece molecular cluster, C32H61N2O21 overall, computed with ωB97M-V/def2-TZVPD.

* ⟨S²⟩: 0.754
* orbital gap (spin up / spin down): 8.87 / 9.91 eV
* LUMO energy (spin up / spin down): 0.015 / 0.012 hartree
* highest occupied orbital energy (spin up / spin down): -8.5 / -9.6 eV
* multiplicity: 2

Positions of all 116 atoms, in Å:
C (3.91, -6.22, 2.96)
O (3.58, -5.12, 2.12)
C (2.76, -5.58, 1.06)
C (2.29, -4.40, 0.23)
C (1.26, -4.86, -0.82)
C (-0.18, -4.29, -0.74)
N (-0.23, -3.07, -1.65)
C (0.47, -2.11, -1.44)
O (1.14, -1.16, -1.34)
C (-0.67, -3.84, 0.65)
C (-1.56, -4.79, 1.49)
C (-0.72, -5.55, 2.53)
C (-2.51, -3.90, 2.31)
N (-2.41, -5.69, 0.66)
O (-3.56, -5.20, 0.38)
C (-1.77, -6.35, -0.51)
C (-0.82, -7.50, -0.10)
C (-2.89, -7.02, -1.33)
C (-1.14, -5.29, -1.42)
H (4.94, -6.17, 3.29)
H (3.79, -7.17, 2.43)
H (3.23, -6.26, 3.82)
H (3.35, -6.22, 0.39)
H (1.94, -6.20, 1.42)
H (1.96, -3.57, 0.85)
H (3.18, -4.04, -0.29)
H (1.63, -4.60, -1.81)
H (1.23, -5.95, -0.81)
H (-1.26, -2.94, 0.49)
H (0.15, -3.54, 1.29)
H (-1.34, -6.22, 3.12)
H (0.14, -6.05, 2.11)
H (-0.33, -4.80, 3.22)
H (-2.99, -3.15, 1.69)
H (-3.27, -4.50, 2.81)
H (-1.91, -3.36, 3.05)
H (-0.07, -7.63, -0.87)
H (-0.34, -7.35, 0.86)
H (-1.39, -8.42, -0.05)
H (-3.40, -6.33, -1.98)
H (-2.42, -7.80, -1.94)
H (-3.57, -7.54, -0.67)
H (-0.54, -5.81, -2.17)
H (-1.93, -4.74, -1.93)
C (1.36, 0.94, 0.71)
O (0.89, 1.77, 1.77)
C (1.66, 2.83, 2.02)
O (2.66, 3.13, 1.43)
O (1.13, 3.51, 3.04)
C (1.86, 4.68, 3.41)
H (0.65, 0.13, 0.63)
H (1.39, 1.49, -0.23)
H (2.34, 0.54, 0.94)
H (1.90, 5.38, 2.59)
H (2.86, 4.42, 3.74)
H (1.32, 5.13, 4.24)
C (3.60, 8.16, -3.54)
O (2.56, 7.30, -3.07)
C (2.99, 6.23, -2.40)
O (4.14, 5.96, -2.17)
O (1.93, 5.52, -2.03)
C (2.24, 4.34, -1.28)
H (3.11, 8.97, -4.06)
H (4.18, 8.56, -2.70)
H (4.26, 7.63, -4.22)
H (2.75, 4.58, -0.37)
H (2.84, 3.66, -1.88)
H (1.28, 3.87, -1.05)
C (0.07, -0.74, 6.19)
O (1.40, -1.22, 6.40)
C (1.84, -2.04, 5.44)
O (1.22, -2.37, 4.46)
O (3.07, -2.44, 5.76)
C (3.65, -3.34, 4.80)
H (-0.14, -0.09, 7.03)
H (0.02, -0.17, 5.26)
H (-0.64, -1.56, 6.16)
H (3.74, -2.86, 3.83)
H (3.05, -4.24, 4.72)
H (4.63, -3.59, 5.18)
C (-0.65, 7.29, -8.41)
O (-1.41, 6.97, -7.24)
C (-1.15, 7.75, -6.19)
O (-0.36, 8.66, -6.17)
O (-1.91, 7.35, -5.18)
C (-1.73, 8.11, -3.98)
H (-0.97, 6.58, -9.17)
H (-0.87, 8.31, -8.74)
H (0.41, 7.18, -8.22)
H (-1.99, 9.15, -4.14)
H (-0.70, 8.02, -3.63)
H (-2.40, 7.68, -3.24)
C (-3.57, 8.79, 5.95)
O (-2.57, 7.78, 5.96)
C (-2.82, 6.76, 5.14)
O (-3.78, 6.64, 4.43)
O (-1.81, 5.89, 5.24)
C (-1.95, 4.73, 4.41)
H (-3.24, 9.55, 6.65)
H (-3.67, 9.23, 4.96)
H (-4.53, 8.39, 6.27)
H (-1.98, 5.01, 3.36)
H (-2.84, 4.17, 4.68)
H (-1.07, 4.11, 4.59)
C (-1.27, -1.13, -4.16)
O (-1.99, -2.26, -4.67)
C (-2.33, -2.16, -5.95)
O (-2.09, -1.24, -6.68)
O (-2.99, -3.27, -6.29)
C (-3.42, -3.30, -7.65)
H (-1.06, -1.36, -3.12)
H (-0.33, -0.99, -4.70)
H (-1.87, -0.23, -4.23)
H (-2.57, -3.25, -8.33)
H (-4.10, -2.48, -7.86)
H (-3.94, -4.25, -7.78)

Results of the Löwdin charge analysis, in e, for atoms 1 through 2: atom 1 (C): -0.108, atom 2 (O): -0.178

***

(6)
C4H6FeO3 as an isolated structure, computed with ωB97M-V/def2-TZVPD.

* net charge: +3
* ⟨S²⟩: 8.756
* orbital gap (spin up / spin down): 8.75 / 8.24 eV
* LUMO energy (spin up / spin down): -0.575 / -0.615 hartree
* highest occupied orbital energy (spin up / spin down): -24.4 / -25.0 eV
* multiplicity: 6

Positions of all 14 atoms, in Å:
H (2.22, -0.40, 1.13)
O (0.18, -0.69, 0.80)
C (-0.24, 0.28, -0.09)
O (0.03, 0.20, -1.27)
Fe (0.22, 0.47, -3.07)
O (-0.90, 1.14, 0.54)
C (-1.86, 1.98, -0.15)
H (-1.32, 2.71, -0.76)
H (-2.51, 1.35, -0.77)
H (-2.43, 2.47, 0.64)
C (1.41, -1.09, 0.83)
C (1.66, -2.46, 0.77)
H (0.84, -3.16, 0.62)
H (2.70, -2.81, 0.77)

Results of the Löwdin charge analysis, in e, for atoms 1 through 2: atom 1 (H): 0.201, atom 2 (O): 0.211

***

(7)
One molecule with the formula C8H8F2O2, computed with ωB97M-V/def2-TZVPD.

* orbital gap: 8.99 eV
* LUMO energy: 0.027 hartree
* highest occupied orbital energy: -8.3 eV

Positions of all 20 atoms, in Å:
C (0.03, 0.58, -1.23)
C (0.24, 1.79, -0.51)
C (0.06, -0.69, -0.76)
C (0.08, 1.79, 0.82)
C (-0.30, 1.63, 3.07)
C (0.54, -1.05, 0.70)
C (-0.23, -0.10, 1.65)
C (-0.25, -1.91, -1.52)
O (0.23, 2.40, 2.00)
O (0.09, 0.24, 2.92)
F (0.27, -2.37, 0.99)
F (-1.56, -0.25, 1.42)
H (-0.15, 0.89, -2.23)
H (0.47, 2.72, -0.88)
H (0.27, 1.81, 3.99)
H (-1.31, 1.90, 3.16)
H (1.54, -0.73, 0.78)
H (-0.31, -1.66, -2.50)
H (-1.10, -2.37, -1.28)
H (0.47, -2.64, -1.55)

Results of the Löwdin charge analysis, in e, for atoms 1 through 2: atom 1 (C): -0.061, atom 2 (C): -0.069

***

(8)
One molecule with the formula C4H8O3, computed with ωB97M-V/def2-TZVPD.

* structure (SMILES): COC(=O)CCO
* orbital gap: 11.31 eV
* LUMO energy: 0.033 hartree
* highest occupied orbital energy: -10.4 eV

Positions of all 15 atoms, in Å:
C (-2.84, -0.09, -0.12)
O (-1.61, 0.16, 0.57)
C (-0.51, 0.01, -0.17)
O (-0.53, -0.30, -1.34)
C (0.74, 0.24, 0.66)
C (2.02, 0.23, -0.17)
O (2.93, -0.68, 0.44)
H (-2.85, -1.11, -0.51)
H (-3.63, 0.05, 0.61)
H (-2.96, 0.60, -0.96)
H (0.60, 1.17, 1.22)
H (0.80, -0.56, 1.40)
H (1.77, -0.08, -1.19)
H (2.45, 1.24, -0.22)
H (3.62, -0.88, -0.20)

Results of the Löwdin charge analysis, in e, for atoms 1 through 2: atom 1 (C): -0.051, atom 2 (O): -0.042

***

| no. | total energy (hartree) |
| --- | --- |
| 1 | -1563.700502 |
| 2 | -269.579673 |
| 3 | -3057.351086 |
| 4 | -2525.090351 |
| 5 | -2945.404713 |
| 6 | -1644.004010 |
| 7 | -659.682357 |
| 8 | -382.929045 |